Record 1
C54H45BrKNO2P2 as an isolated structure, computed with ωB97M-V/def2-TZVPD.

The frontier orbital gap is 6.7 eV. Its lowest unoccupied orbital energy is 0.2262 eV.

XYZ file:
```
106
Properties=species:S:1:pos:R:3:lowdin_charge:R:1
K 0.57 1.25 -0.14 0.50
Br 1.31 1.77 2.93 0.80
C 3.21 1.52 2.96 -0.59
C 3.80 1.59 4.18 -0.16
C 5.19 1.37 4.28 -0.10
C 5.92 1.09 3.16 -0.05
C 5.30 1.02 1.89 -0.18
C 6.07 0.71 0.73 -0.07
C 5.45 0.62 -0.48 -0.10
C 4.05 0.85 -0.58 -0.18
C 3.22 1.17 0.48 -0.19
C 3.90 1.24 1.74 -0.27
H 3.21 1.80 5.07 0.09
H 5.67 1.42 5.25 0.10
H 6.99 0.91 3.23 0.11
H 7.13 0.53 0.84 0.10
H 6.03 0.38 -1.36 0.09
H 3.63 0.74 -1.59 0.06
O 0.86 1.36 -2.58 -0.20
C 0.41 2.55 -3.24 -0.24
C 1.46 3.65 -3.24 -0.15
C 1.99 4.02 -1.85 -0.12
C 0.95 4.67 -0.97 -0.27
C 0.89 6.06 -0.82 -0.01
C -0.06 6.61 0.03 -0.06
C -0.92 5.76 0.71 -0.06
C -0.80 4.40 0.49 -0.13
N 0.11 3.86 -0.32 0.05
H 1.74 1.13 -2.92 0.09
H -0.48 2.87 -2.70 0.10
H 0.11 2.32 -4.26 0.11
H 1.02 4.53 -3.73 0.12
H 2.31 3.34 -3.87 0.12
H 2.84 4.69 -1.96 0.12
H 2.36 3.12 -1.35 0.08
H 1.59 6.69 -1.35 0.11
H -0.11 7.68 0.16 0.11
H -1.66 6.15 1.40 0.10
H -1.46 3.71 1.00 0.11
O -2.89 -1.93 -0.04 -0.02
C -4.17 -1.70 -0.50 -0.24
C -4.89 -2.63 -1.25 -0.02
C -6.19 -2.35 -1.66 -0.07
C -6.77 -1.14 -1.34 -0.09
C -6.02 -0.18 -0.67 -0.10
C -4.71 -0.43 -0.27 -0.28
P -3.73 1.05 0.23 1.13
C -2.92 0.45 1.78 -0.35
C -3.89 0.60 2.79 -0.14
C -3.65 0.23 4.10 -0.08
C -2.40 -0.26 4.45 -0.08
C -1.43 -0.39 3.48 -0.10
C -1.68 -0.04 2.15 -0.13
C -2.86 1.18 -1.40 -0.35
C -2.16 0.22 -2.13 -0.10
C -2.02 0.33 -3.50 -0.08
C -2.57 1.41 -4.18 -0.09
C -3.23 2.41 -3.47 -0.08
C -3.36 2.29 -2.09 -0.13
C -2.33 -3.19 -0.01 -0.25
C -3.09 -4.30 0.36 -0.03
C -2.54 -5.57 0.32 -0.07
C -1.22 -5.75 -0.09 -0.08
C -0.45 -4.63 -0.35 -0.08
C -0.97 -3.33 -0.28 -0.27
P 0.22 -1.92 -0.14 1.11
C 1.56 -2.38 -1.30 -0.36
C 2.72 -3.06 -0.97 -0.08
C 3.70 -3.29 -1.92 -0.07
C 3.53 -2.85 -3.22 -0.08
C 2.37 -2.16 -3.57 -0.08
C 1.40 -1.92 -2.61 -0.11
C 0.93 -2.34 1.51 -0.36
C 0.29 -3.16 2.43 -0.09
C 0.84 -3.36 3.69 -0.09
C 2.03 -2.73 4.04 -0.08
C 2.67 -1.90 3.13 -0.06
C 2.11 -1.70 1.88 -0.11
H -4.45 -3.57 -1.53 0.11
H -6.73 -3.09 -2.23 0.11
H -7.79 -0.92 -1.64 0.10
H -6.43 0.80 -0.50 0.10
H -4.86 1.01 2.53 0.09
H -4.43 0.35 4.84 0.10
H -2.19 -0.54 5.48 0.11
H -0.45 -0.78 3.73 0.08
H -0.86 -0.22 1.46 0.01
H -1.76 -0.66 -1.63 0.06
H -1.49 -0.44 -4.05 0.11
H -2.48 1.49 -5.26 0.11
H -3.65 3.26 -3.97 0.10
H -3.90 3.05 -1.54 0.09
H -4.11 -4.17 0.69 0.12
H -3.14 -6.42 0.61 0.11
H -0.79 -6.73 -0.15 0.10
H 0.60 -4.75 -0.57 0.11
H 2.88 -3.40 0.05 0.11
H 4.61 -3.81 -1.64 0.11
H 4.30 -3.02 -3.97 0.10
H 2.23 -1.81 -4.59 0.10
H 0.51 -1.35 -2.88 0.08
H -0.64 -3.66 2.19 0.10
H 0.33 -4.00 4.40 0.10
H 2.46 -2.89 5.03 0.10
H 3.59 -1.40 3.39 0.11
H 2.61 -1.03 1.18 0.08
```



Record 2
H10Na7O9S as an isolated structure in a non-equilibrium geometry, computed with ωB97M-V/def2-TZVPD.

The frontier orbital gap is 5.5 eV. Its total charge is +5. Its lowest unoccupied orbital energy is -17.8905 eV.

XYZ file:
```
27
Properties=species:S:1:pos:R:3:lowdin_charge:R:1
Na 1.13 3.93 2.42 0.88
Na -1.37 1.64 3.53 0.82
Na 3.56 1.21 2.61 0.90
Na -1.12 3.21 -0.37 0.76
Na 1.79 3.56 -1.85 0.90
Na 1.67 -1.92 0.83 0.73
Na 3.68 0.32 -0.85 0.81
S 0.69 1.00 0.62 0.29
O 0.66 1.72 -0.64 -0.36
O -0.21 -0.14 0.56 -0.30
O 1.97 0.38 0.80 -0.38
O 0.31 1.90 1.71 -0.37
O -1.90 -0.56 2.39 -0.02
H -1.34 -0.28 1.66 -0.06
H -2.75 -0.73 1.98 0.09
O -0.63 -3.68 0.45 -0.01
H -0.24 -4.31 -0.16 0.06
H -0.86 -2.93 -0.10 -0.03
O -2.05 1.32 -1.87 -0.01
H -1.23 0.87 -2.08 0.02
H -2.68 0.62 -1.70 0.08
O 1.80 -1.05 -1.78 0.00
H 1.62 -0.29 -2.33 0.06
H 1.47 -1.79 -2.29 0.11
O -1.62 -1.57 -1.08 0.00
H -1.29 -1.41 -1.96 0.07
H -1.07 -1.02 -0.52 -0.04
```



Calculated total energy across the listed records, respectively: -167258.0558; -60290.4106 eV.
Energy above the lowest of the compared OMol25 structures with the same formula, charge and spin across the listed records, respectively: 0.000; 0.000 eV.